No. 1
8
Properties=species:S:1:pos:R:3 method="wB97M-V/def2-TZVPD" relative_energy_kcal_mol=96.7 charge=+1 largest_force_ev_per_a=7.3 energy_ev=-8610.6611 homo_lumo_gap_ha=0.3030 e_homo_ev=-14.826
O -0.74091 -1.98876 1.12826
N 1.94160 0.48229 1.12989
N 3.63669 -0.53114 2.37452
N 2.79278 -0.21277 1.70058
C -0.29026 -1.46204 0.23591
C 0.86685 0.30223 0.50626
H -0.19735 -1.49060 -0.83210
H 0.38730 1.09917 0.21485

No. 2
9
Properties=species:S:1:pos:R:3 method="wB97M-V/def2-TZVPD" relative_energy_kcal_mol=77.1 charge=-1 largest_force_ev_per_a=4.9 energy_ev=-10669.4578 homo_lumo_gap_ha=0.2858 e_homo_ev=-3.817 smiles="O=C=NC/N=N/[O-]"
O -1.46282 -1.93963 -1.74036
O -0.94515 0.71151 2.83548
N -0.79839 -1.37945 -0.79392
N -0.12237 -0.37786 -1.24286
N 0.62750 0.61045 1.11642
C 0.71459 0.35391 -0.60237
C -0.25143 0.54033 1.91755
H 0.46612 1.42209 -0.71327
H 1.77196 0.05864 -0.77666

No. 3
9
Properties=species:S:1:pos:R:3 method="wB97M-V/def2-TZVPD" relative_energy_kcal_mol=88.4 charge=-1 largest_force_ev_per_a=4.6 energy_ev=-19456.7639 homo_lumo_gap_ha="0.1966 / 0.1964" e_homo_ev="-4.114 / -4.113"
S 2.30982 0.62046 1.28041
O 0.86679 -1.59654 0.89244
N -1.56996 -0.96253 -0.88801
N 0.25571 0.38836 -0.09100
N 0.00411 2.80750 -0.56218
C 1.06926 -0.41833 0.67649
C 0.21532 1.68725 -0.30412
H -1.10288 -1.85784 -0.89000
H -2.04816 -0.66833 -0.11403

No. 4
9
Properties=species:S:1:pos:R:3 method="wB97M-V/def2-TZVPD" relative_energy_kcal_mol=27.9 charge=-1 largest_force_ev_per_a=2.8 energy_ev=-19459.3853 homo_lumo_gap_ha=0.2721 e_homo_ev=-3.973
S -1.83512 -1.24774 1.51272
O 1.44533 0.79093 -2.75100
N -0.40822 1.05328 0.31937
N 0.71424 -2.23495 0.94986
N 0.10050 0.50520 -0.86822
C -0.29531 -1.67388 1.02027
C 0.81143 0.83826 -1.75416
H -0.75202 0.28338 0.85061
H 0.21917 1.68551 0.72055

No. 5
9
Properties=species:S:1:pos:R:3 method="wB97M-V/def2-TZVPD" relative_energy_kcal_mol=91.6 charge=-1 largest_force_ev_per_a=3.4 energy_ev=-28243.9915 homo_lumo_gap_ha=0.2558 e_homo_ev=-3.997
S -1.02488 -2.33397 -0.04811
S -3.20892 1.34285 0.03557
N 1.07573 -0.80468 -0.08037
N 1.53654 0.43002 -0.02046
N -0.29149 -0.85114 -0.02019
C 0.44769 1.18963 0.05190
C -0.70764 0.41028 0.05587
H 1.64213 -1.63978 -0.07703
H 0.53084 2.25680 0.10283

No. 6
8
Properties=species:S:1:pos:R:3 method="wB97M-V/def2-TZVPD" relative_energy_kcal_mol=40.8 charge=0 largest_force_ev_per_a=0.6 energy_ev=-8064.3620 homo_lumo_gap_ha=0.3509 e_homo_ev=-10.168 smiles=c1ncnnn1
N -0.95714 0.44076 -1.05381
N -0.37871 -0.67749 -1.41826
N 0.13000 0.34202 1.05329
N 0.58683 -1.18183 -0.68290
C 0.88512 -0.58686 0.47088
C -0.75400 0.85050 0.20316
H -1.36387 1.68335 0.53951
H 1.85177 -0.87047 0.88814